<w>
Below is 2 unconnected molecules or ions with the total composition C4H3NS, with properties calculated with wB97M-V/def2-TZVPD.

Positions of all 9 atoms, in Å:
C (-0.184, -0.068, 0.662)
C (0.697, 1.094, 0.089)
C (1.600, 1.879, -0.159)
C (-1.549, 0.315, 0.160)
H (1.958, -0.436, -1.104)
H (0.088, -0.311, 1.788)
H (2.194, 2.636, -0.230)
N (-2.547, 0.500, -0.406)
S (0.638, -1.545, -0.133)

The calculation puts the molar mass at 97.14 g/mol. For the LUMO energy, the calculation gives -0.04747 Ha.


<x>
Below is C4H3NS in the gas phase, with properties calculated with wB97M-V/def2-TZVPD.

Positions of all 9 atoms, in Å:
C (-1.573, 0.515, 0.047)
C (-0.122, 0.511, -0.070)
C (0.601, -0.619, -0.016)
C (2.017, -0.523, 0.016)
H (-2.007, 1.488, 0.178)
H (0.313, 1.483, -0.170)
H (0.189, -1.619, 0.027)
N (3.181, -0.473, 0.004)
S (-2.598, -0.763, -0.017)

The calculation puts the molar mass at 97.14 g/mol. Its SMILES is N#C/C=C/C=S. For the LUMO energy, the calculation gives -0.06849 Ha.


Of them, <x> has the highest stability.


<w>
Below is a molecular structure, C2H3ClO2S, with properties calculated with wB97M-V/def2-TZVPD.

Positions of all 9 atoms, in Å:
C (-0.249, -0.790, 0.629)
C (-0.178, 0.698, 0.152)
O (1.019, -1.175, 0.550)
O (0.889, -0.066, -2.305)
S (1.313, 0.414, -1.037)
Cl (-1.396, 1.614, -0.782)
H (-0.700, -0.554, 1.677)
H (-0.860, -1.451, 0.099)
H (0.163, 1.310, 1.016)

The calculation puts the molar mass at 126.56 g/mol. For the LUMO energy (alpha / beta), the calculation gives -0.06916 / -0.06907 Ha.


<x>
Below is C2H3ClO2S in the gas phase, with properties calculated with wB97M-V/def2-TZVPD.

Positions of all 9 atoms, in Å:
C (0.350, 0.979, 0.457)
C (-1.745, 0.136, -0.112)
O (-0.663, 2.158, -1.698)
O (-1.674, -0.554, -1.241)
S (-0.925, 1.880, -0.310)
Cl (-2.108, -0.564, 1.515)
H (0.367, 0.954, 1.467)
H (0.936, 0.292, 0.020)
H (-1.615, -1.513, -1.285)

The calculation puts the molar mass at 126.56 g/mol. Its SMILES is C=S(=O)=C(O)Cl. For the LUMO energy (alpha / beta), the calculation gives 0.00095 / -0.00695 Ha.


Of them, <w> has the highest stability.


<w>
Below is 2 unconnected molecules or ions with the total composition C3H7N2O2, with properties calculated with wB97M-V/def2-TZVPD.

Positions of all 14 atoms, in Å:
C (1.540, -0.341, -0.281)
C (-0.401, 0.562, 0.023)
C (-1.601, -0.145, 0.162)
N (2.625, 0.352, -0.350)
N (1.226, -1.526, -0.244)
O (0.057, -2.031, 0.177)
O (-2.378, -0.330, -0.880)
H (-3.274, -0.623, -0.659)
H (-0.272, 1.112, -0.899)
H (0.034, 0.966, 0.921)
H (-0.078, -2.883, -0.279)
H (-1.922, -0.455, 1.151)
H (2.705, 1.176, -0.927)
H (3.476, -0.057, 0.024)

The total charge is +1. The calculation puts the molar mass at 103.10 g/mol. For the LUMO energy (alpha / beta), the calculation gives -0.18463 / -0.18462 Ha.


<x>
Below is a gas-phase ion, C3H7N2O2 (charge +1), with properties calculated with wB97M-V/def2-TZVPD.

Positions of all 14 atoms, in Å:
C (1.262, 0.028, -0.029)
C (-1.469, 0.748, -0.469)
C (-0.447, -0.226, 0.100)
N (1.444, 1.286, 0.102)
N (-0.681, -1.657, 0.218)
O (2.105, -0.926, 0.157)
O (-1.112, 0.694, 0.912)
H (-1.188, 1.612, -0.999)
H (-2.334, 0.285, -0.782)
H (0.596, 1.795, -0.137)
H (2.339, 1.716, 0.142)
H (1.722, -1.783, -0.173)
H (-1.634, -1.700, -0.203)
H (-0.603, -1.872, 1.162)

The total charge is +1. The calculation puts the molar mass at 103.10 g/mol. Its SMILES is N[C@@]1(C(=[NH2+])O)CO1. For the LUMO energy, the calculation gives -0.15790 Ha.


Of them, <x> has the highest stability.


<w>
Below is 2 unconnected molecules or ions with the total composition CH4BrOP, with properties calculated with wB97M-V/def2-TZVPD.

Positions of all 8 atoms, in Å:
C (-0.433, -0.142, -0.418)
O (-0.839, 0.881, 0.372)
P (-0.877, -1.768, -0.109)
Br (2.604, -0.017, 0.655)
H (-0.137, 0.222, -1.415)
H (-0.370, 1.671, 0.093)
H (1.523, 0.457, -0.168)
H (-1.470, -1.304, 0.990)

The calculation puts the molar mass at 142.92 g/mol. Its SMILES is [H]/P=C\O.Br. For the LUMO energy, the calculation gives -0.00172 Ha.


<x>
Below is a molecular structure, CH4BrOP, with properties calculated with wB97M-V/def2-TZVPD.

Positions of all 8 atoms, in Å:
C (-0.418, 0.059, -0.539)
O (0.345, -0.521, -1.588)
P (0.914, -0.418, 1.415)
Br (-0.577, 2.101, -0.695)
H (-1.334, -0.379, -0.304)
H (1.074, 0.010, -1.787)
H (0.111, 0.586, 1.979)
H (-0.116, -1.437, 1.518)

The calculation puts the molar mass at 142.92 g/mol. For the LUMO energy, the calculation gives -0.00835 Ha.


Of them, <w> has the highest stability.